Entry 1:
DFT (the ωB97M-V functional and the def2-TZVPD basis) results for a molecular structure, C21H35NOP2PbSe at a distorted geometry.

The calculation puts the LUMO energy (alpha / beta) at -1.1 / -1.6 eV. The calculation puts the HOMO-LUMO gap (alpha / beta) at 0.1950 / 0.1793 Ha. For the HOMO energy (alpha / beta), the calculation gives -6.45 / -6.51 eV.

```
! wB97M-V def2-TZVPD RIJCOSX def2/J DEFGRID3
* xyz 0 1
Pb 0.140 -0.555 0.063
P 3.079 -0.217 -0.127
P -2.841 0.193 0.171
N -0.193 0.790 -1.426
H 0.894 -1.057 1.465
C 3.837 -1.540 -1.114
H 4.925 -1.442 -1.047
H 3.515 -1.459 -2.156
H 3.539 -2.521 -0.720
C 4.280 0.007 1.214
H 5.284 -0.032 0.785
H 4.167 -0.793 1.957
H 4.112 0.975 1.705
C 3.265 1.247 -1.176
H 4.327 1.499 -1.244
H 2.713 2.090 -0.742
H 2.868 1.037 -2.178
C -3.916 -0.935 -0.771
H -4.950 -0.674 -0.536
H -3.721 -1.981 -0.494
H -3.734 -0.818 -1.845
C -3.572 0.251 1.836
H -4.653 0.243 1.697
H -3.252 1.166 2.353
H -3.254 -0.640 2.403
C -3.232 1.817 -0.571
H -4.326 1.905 -0.527
H -2.864 1.828 -1.614
H -2.744 2.609 0.018
C -0.062 1.645 -2.382
C 0.042 1.987 -4.720
C -0.017 1.095 -3.678
C -0.029 3.020 -2.091
C 0.028 3.877 -3.174
C 0.065 3.349 -4.451
H 0.064 1.614 -5.709
H -0.074 0.022 -3.797
H -0.094 3.317 -1.059
H 0.035 4.912 -2.949
H 0.122 4.050 -5.274
C -1.089 -3.257 2.019
O -1.952 -2.797 1.298
C 0.102 -3.947 1.405
H 0.509 -4.632 2.157
H 0.994 -3.317 1.109
H -0.161 -4.451 0.493
C -0.780 -2.559 3.350
H -1.337 -3.095 4.122
H -0.967 -1.487 3.415
H 0.285 -2.579 3.625
Se -0.375 2.025 1.727
C -0.168 1.317 3.437
C -1.221 1.599 4.350
C -1.164 1.092 5.657
C -0.037 0.384 6.114
C 1.050 0.184 5.234
C 1.013 0.668 3.905
H -2.082 2.208 3.992
H -2.003 1.305 6.320
H -0.023 -0.023 7.135
H 1.937 -0.327 5.601
H 1.894 0.551 3.230
*
```

Löwdin atomic charge list, values in e, 6 entries: number 1, Pb, carries 0.881; number 2, P, carries 0.681; number 3, P, carries 0.716; number 4, N, carries -0.208; number 5, H, carries -0.129; number 6, C, carries -0.285

***

Entry 2:
DFT (the ωB97M-V functional and the def2-TZVPD basis) results for C21H46IO3P in the gas phase at a distorted geometry.

The calculation puts the LUMO energy at 0.3 eV. The calculation puts the HOMO-LUMO gap at 0.3278 Ha. For the HOMO energy, the calculation gives -8.62 eV. For the energy above the lowest of the compared OMol25 structures with the same formula, charge and spin, the calculation gives 1.9370 eV.

```
! wB97M-V def2-TZVPD RIJCOSX def2/J DEFGRID3
* xyz 0 1
C -3.571 1.014 -0.153
O -3.601 0.173 -1.299
C -4.798 0.332 -2.053
C -4.587 0.967 -3.471
C -3.173 0.715 -4.086
C -3.208 -0.650 -4.885
C -1.959 -0.796 -5.825
C -1.297 -2.217 -5.808
C -0.928 -2.738 -4.383
C 0.272 -1.862 -3.834
C 0.923 -2.591 -2.611
C 0.306 -2.134 -1.215
C 1.448 -2.301 -0.149
P 0.805 -2.548 1.629
O -0.512 -1.479 1.324
I 2.759 -4.157 1.973
C 1.539 -1.425 2.952
C 0.539 -1.027 4.103
C 0.305 0.510 4.279
C 1.590 1.389 4.169
C 2.647 1.091 5.286
C 3.895 2.048 5.280
C 4.304 2.624 3.877
C 3.543 3.934 3.448
O 3.437 3.963 2.021
C 2.094 3.835 1.560
H -3.242 2.051 -0.383
H -4.544 1.027 0.386
H -2.823 0.579 0.550
H -5.583 0.907 -1.507
H -5.216 -0.692 -2.205
H -5.330 0.481 -4.148
H -4.833 2.056 -3.502
H -2.353 0.659 -3.341
H -2.877 1.508 -4.817
H -3.301 -1.455 -4.125
H -4.144 -0.681 -5.491
H -1.222 -0.007 -5.565
H -2.318 -0.621 -6.864
H -1.920 -2.919 -6.405
H -0.335 -2.123 -6.371
H -1.765 -2.709 -3.654
H -0.575 -3.792 -4.434
H 0.990 -1.798 -4.689
H -0.052 -0.822 -3.622
H 2.035 -2.496 -2.610
H 0.707 -3.676 -2.716
H -0.004 -1.076 -1.362
H -0.576 -2.776 -1.034
H 2.056 -3.172 -0.447
H 2.075 -1.378 -0.190
H -0.069 -3.635 1.884
H -0.194 -0.575 1.253
H 2.358 -1.998 3.431
H 2.016 -0.572 2.423
H -0.452 -1.466 3.826
H 0.840 -1.536 5.039
H -0.507 0.912 3.628
H -0.077 0.651 5.322
H 2.035 1.376 3.145
H 1.269 2.448 4.325
H 2.109 1.272 6.250
H 2.938 0.017 5.310
H 4.759 1.436 5.637
H 3.779 2.892 5.992
H 5.386 2.889 3.933
H 4.215 1.835 3.094
H 4.209 4.786 3.732
H 2.585 4.099 3.980
H 2.054 3.125 0.698
H 1.383 3.480 2.335
H 1.743 4.820 1.178
*
```

Löwdin atomic charge list, values in e, 6 entries: number 1, C, carries -0.114; number 2, O, carries -0.211; number 3, C, carries -0.228; number 4, C, carries -0.172; number 5, C, carries -0.200; number 6, C, carries -0.203

***

Entry 3:
DFT (the ωB97M-V functional and the def2-TZVPD basis) results for a molecular structure, C56H37N10O2STa at a distorted geometry.

The calculation puts the LUMO energy at -1.8 eV. The calculation puts the HOMO-LUMO gap at 0.1867 Ha. For the HOMO energy, the calculation gives -6.93 eV. For the energy above the lowest of the compared OMol25 structures with the same formula, charge and spin, the calculation gives 0.0000 eV.

```
! wB97M-V def2-TZVPD RIJCOSX def2/J DEFGRID3
* xyz 0 1
Ta 0.020 -0.084 -0.176
C 1.044 3.333 6.893
C -0.020 2.500 6.577
C -0.108 1.935 5.315
C 0.867 2.194 4.356
C 1.932 3.028 4.679
C 2.019 3.596 5.942
C 0.767 1.569 3.001
C -0.139 2.197 2.096
C -0.911 3.321 2.454
C -1.665 3.657 1.357
C -1.334 2.751 0.333
N -0.386 1.847 0.796
C -1.848 2.861 -0.970
C -1.438 2.132 -2.061
C -1.755 2.378 -3.424
C -1.093 1.437 -4.161
C -0.415 0.613 -3.237
C 0.451 -0.554 -3.531
C 0.463 -0.877 -5.017
C 1.180 -0.075 -5.902
C 1.195 -0.370 -7.257
C 0.492 -1.463 -7.741
C -0.251 -2.243 -6.868
C -0.269 -1.951 -5.512
C 1.486 -1.864 -2.131
N 1.442 -1.692 -0.715
C 2.243 -2.578 -0.151
C 2.608 -2.534 1.189
C 3.456 -3.652 1.701
C 2.864 -4.773 2.276
C 3.633 -5.876 2.621
C 5.000 -5.871 2.390
C 5.601 -4.752 1.832
C 4.833 -3.649 1.489
C 2.281 -1.438 1.981
C 2.813 -1.295 3.325
C 2.349 -0.138 3.815
C 1.505 0.447 2.787
N 1.512 -0.364 1.661
C 2.760 -3.502 -1.177
C 2.300 -3.089 -2.358
N -0.599 1.029 -1.984
C -2.942 3.845 -1.184
C -4.223 3.501 -0.758
C -5.279 4.377 -0.950
C -5.061 5.605 -1.558
C -3.786 5.953 -1.977
C -2.728 5.074 -1.796
H 1.113 3.778 7.877
H -0.782 2.291 7.317
H -0.935 1.280 5.063
H 2.692 3.226 3.933
H 2.850 4.246 6.184
H -0.890 3.815 3.410
H -2.361 4.472 1.261
H -2.377 3.178 -3.789
H -1.098 1.301 -5.228
H 1.730 0.774 -5.521
H 1.759 0.255 -7.937
H 0.517 -1.704 -8.796
H -0.824 -3.084 -7.238
H -0.868 -2.542 -4.837
H 1.792 -4.779 2.434
H 3.156 -6.751 3.045
H 5.594 -6.741 2.638
H 6.667 -4.748 1.638
H 5.294 -2.778 1.037
H 3.463 -2.013 3.797
H 2.542 0.300 4.780
H 3.419 -4.331 -0.977
H 2.482 -3.513 -3.334
H -4.383 2.537 -0.289
H -6.273 4.101 -0.623
H -5.884 6.295 -1.697
H -3.614 6.913 -2.447
H -1.730 5.341 -2.121
N 3.019 -0.462 -3.710
C 1.888 -0.490 -2.840
S 2.121 0.801 -1.583
N 0.132 -1.799 -2.747
N -0.747 -1.672 -1.655
C -1.453 -2.705 -1.387
C -2.100 -2.963 -0.125
C -3.057 -3.984 -0.045
C -3.650 -4.312 1.152
C -3.272 -3.631 2.310
C -2.322 -2.635 2.261
C -1.712 -2.285 1.051
O -0.743 -1.392 1.037
H 3.879 -0.372 -3.189
H 3.058 -1.236 -4.360
H -1.527 -3.474 -2.154
H -3.351 -4.492 -0.956
H -4.401 -5.088 1.189
H -3.729 -3.890 3.257
H -2.022 -2.091 3.149
N -4.319 -0.269 0.884
C -3.592 -0.256 -0.271
O -2.430 0.247 -0.185
C -4.268 -0.707 -1.432
C -3.748 -0.613 -2.735
N -3.357 -0.610 -3.822
C -5.507 -1.366 -1.300
N -6.505 -1.939 -1.195
H -5.178 -0.793 0.924
H -3.809 -0.123 1.737
*
```

Löwdin atomic charge list, values in e, 6 entries: number 1, Ta, carries 1.926; number 2, C, carries -0.089; number 3, C, carries -0.076; number 4, C, carries -0.035; number 5, C, carries -0.237; number 6, C, carries -0.030

***

Entry 4:
DFT (the ωB97M-V functional and the def2-TZVPD basis) results for a gas-phase ion, C2H5N2O2S (charge -1) at a distorted geometry.

The calculation puts the LUMO energy at 3.6 eV. The calculation puts the HOMO-LUMO gap at 0.2792 Ha. For the HOMO energy, the calculation gives -3.95 eV. For the energy above the lowest of the compared OMol25 structures with the same formula, charge and spin, the calculation gives 0.0000 eV.

```
! wB97M-V def2-TZVPD RIJCOSX def2/J DEFGRID3
* xyz -1 1
C -1.304 -0.161 -0.744
C -0.293 0.613 1.434
N 1.837 -0.648 -1.169
N -0.339 0.649 0.011
O -0.981 -0.378 -1.911
O -2.287 -0.514 -0.094
S 1.186 0.925 -0.952
H 0.571 0.052 1.823
H -0.278 1.622 1.866
H -1.214 0.105 1.739
H 1.162 -1.155 -1.733
H 1.940 -1.109 -0.271
*
```

Löwdin atomic charge list, values in e, 6 entries: number 1, C, carries -0.860; number 2, C, carries -0.199; number 3, N, carries -0.359; number 4, N, carries -0.379; number 5, O, carries -0.114; number 6, O, carries -0.057

***

Entry 5:
DFT (the ωB97M-V functional and the def2-TZVPD basis) results for 2 unconnected molecules or ions with the total composition C4H10N2O3 at a distorted geometry.

The calculation puts the LUMO energy at 0.6 eV. The calculation puts the HOMO-LUMO gap at 0.3822 Ha. For the HOMO energy, the calculation gives -9.80 eV. For the energy above the lowest of the compared OMol25 structures with the same formula, charge and spin, the calculation gives 0.6827 eV.

```
! wB97M-V def2-TZVPD RIJCOSX def2/J DEFGRID3
* xyz 0 1
C -0.488 1.002 1.586
C 0.352 1.810 0.632
N 1.110 1.132 -0.305
C 0.745 -0.252 -0.641
C -0.733 -0.458 -1.071
N -1.318 0.645 -1.630
O -1.443 -1.437 -0.885
O 0.351 3.024 0.544
H -0.545 -0.109 1.390
H -0.284 1.169 2.621
H -1.500 1.398 1.517
H 1.531 1.732 -1.037
H 1.436 -0.729 -1.460
H 0.929 -0.838 0.294
H -1.090 1.631 -1.521
H -2.254 0.368 -1.746
H 1.761 -3.146 0.189
H 0.302 -3.655 0.571
O 1.137 -3.288 0.951
*
```

Löwdin atomic charge list, values in e, 6 entries: number 1, C, carries 0.014; number 2, C, carries -0.545; number 3, N, carries 0.037; number 4, C, carries -0.125; number 5, C, carries -0.535; number 6, N, carries 0.172

***

Entry 6:
DFT (the ωB97M-V functional and the def2-TZVPD basis) results for C5H7NO in the gas phase.

The calculation puts the LUMO energy at 1.0 eV. The calculation puts the HOMO-LUMO gap at 0.3248 Ha. For the HOMO energy, the calculation gives -7.86 eV. For the energy above the lowest of the compared OMol25 structures with the same formula, charge and spin, the calculation gives 1.1578 eV.

```
! wB97M-V def2-TZVPD RIJCOSX def2/J DEFGRID3
* xyz 0 1
C -1.736 0.246 0.646
C -0.474 -0.317 0.055
C -0.235 -1.639 -0.160
O 0.998 -1.866 -0.628
C 1.627 -0.654 -0.670
C 0.767 0.336 -0.290
N 1.124 1.678 -0.130
H -2.599 0.074 -0.006
H -1.669 1.322 0.836
H -1.945 -0.238 1.607
H -0.776 -2.530 0.116
H 2.688 -0.730 -0.517
H 0.368 2.348 -0.104
H 1.863 1.970 -0.755
*
```

Löwdin atomic charge list, values in e, 6 entries: number 1, C, carries -0.043; number 2, C, carries -0.209; number 3, C, carries -0.103; number 4, O, carries -0.011; number 5, C, carries -0.091; number 6, C, carries -0.283

***

Entry 7:
DFT (the ωB97M-V functional and the def2-TZVPD basis) results for a molecular structure, C22H49NO4OsP2 at a distorted geometry.

The calculation puts the LUMO energy (alpha / beta) at -14.5 / -16.2 eV. The calculation puts the HOMO-LUMO gap (alpha / beta) at 0.1822 / 0.1928 Ha. For the HOMO energy (alpha / beta), the calculation gives -19.41 / -21.49 eV. For the energy above the lowest of the compared OMol25 structures with the same formula, charge and spin, the calculation gives 1.9359 eV.

```
! wB97M-V def2-TZVPD RIJCOSX def2/J DEFGRID3
* xyz 4 5
Os 0.555 0.749 -1.591
C 1.702 0.667 -3.020
O 2.288 0.500 -4.026
C 1.155 2.361 -0.960
O 1.327 3.443 -0.531
P -1.662 0.628 -1.711
C -2.884 1.338 -0.503
H -3.790 1.486 -1.108
C -1.799 1.877 -3.103
H -1.030 2.614 -2.779
C -2.641 -0.860 -2.221
H -2.802 -1.386 -1.267
C 2.249 -2.997 -0.247
P 1.759 -1.438 0.803
H 3.412 -1.620 2.653
H 1.515 -3.765 0.057
C 3.542 -0.383 0.466
H 4.215 -1.072 0.992
C -1.323 1.280 -4.417
H -2.107 0.753 -4.973
H -0.442 0.637 -4.329
H -1.009 2.129 -5.036
C -3.121 2.627 -3.279
H -2.884 3.439 -3.979
H -3.480 3.084 -2.353
H -3.901 2.006 -3.736
C -4.020 -0.621 -2.891
H -4.680 0.014 -2.286
H -4.490 -1.619 -2.976
H -3.927 -0.208 -3.910
C -1.832 -1.772 -3.135
H -2.414 -2.680 -3.345
H -0.875 -2.070 -2.700
H -1.629 -1.289 -4.098
C -3.263 0.409 0.656
H -3.406 -0.633 0.345
H -4.200 0.780 1.110
H -2.466 0.451 1.416
C -2.359 2.678 0.007
H -1.554 2.511 0.741
H -3.165 3.227 0.516
H -1.963 3.314 -0.795
C 3.623 -3.472 0.204
H 3.730 -3.337 1.291
H 4.433 -2.944 -0.320
H 3.716 -4.550 0.004
C 2.034 -2.821 -1.759
H 2.930 -2.464 -2.277
C 1.888 -0.407 3.479
H 1.221 -2.101 -1.989
H 1.778 -3.786 -2.243
C 1.920 -2.905 3.464
H 0.797 -0.324 3.496
H 2.225 -0.484 4.526
H 2.265 0.541 3.088
C 2.318 -1.625 2.677
H 2.575 -3.012 4.366
H 2.042 -3.816 2.860
H 0.865 -2.853 3.821
C 3.642 0.992 1.126
H 2.745 1.602 0.952
H 4.483 1.552 0.677
H 3.860 0.958 2.201
C 4.078 -0.266 -0.947
H 3.889 -1.133 -1.579
H 5.174 -0.135 -0.896
H 3.679 0.621 -1.456
H 0.771 -2.493 1.325
H -0.492 -0.252 -0.306
N -2.202 1.435 5.330
C -1.182 2.405 4.780
C -0.865 1.844 3.391
O -0.055 2.492 2.686
O -1.460 0.739 3.125
H -2.957 1.903 5.841
H -1.688 0.843 5.980
H -2.495 0.865 4.475
H -1.597 3.424 4.719
H -0.289 2.378 5.429
*
```

Löwdin atomic charge list, values in e, 6 entries: number 1, Os, carries 1.050; number 2, C, carries -0.259; number 3, O, carries 0.221; number 4, C, carries -0.283; number 5, O, carries 0.196; number 6, P, carries 0.890

***

Entry 8:
DFT (the ωB97M-V functional and the def2-TZVPD basis) results for a molecular structure, C5H13S2.

The calculation puts the LUMO energy at 3.7 eV. The calculation puts the HOMO-LUMO gap at 0.2477 Ha. For the HOMO energy, the calculation gives -3.02 eV. For the energy above the lowest of the compared OMol25 structures with the same formula, charge and spin, the calculation gives 0.0063 eV.

```
! wB97M-V def2-TZVPD RIJCOSX def2/J DEFGRID3
* xyz -1 1
C 0.239 1.249 -3.117
C -0.608 0.415 -2.165
C 0.213 -0.609 -1.400
S -0.795 -1.723 -0.382
H -0.360 1.997 -3.642
H 0.729 0.621 -3.867
H 1.033 1.780 -2.588
H -1.111 1.065 -1.448
H -1.399 -0.108 -2.711
H 0.927 -0.096 -0.749
H 0.796 -1.226 -2.092
H -1.028 -0.563 0.586
C 0.943 -0.576 3.025
C -0.545 -0.237 3.013
S -0.996 0.904 1.660
H 1.530 0.344 3.014
H 1.198 -1.115 2.110
H 1.201 -1.202 3.886
H -0.825 0.231 3.960
H -1.141 -1.149 2.909
*
```

Löwdin atomic charge list, values in e, 6 entries: number 1, C, carries -0.137; number 2, C, carries -0.361; number 3, C, carries -0.672; number 4, S, carries 0.458; number 5, H, carries 0.057; number 6, H, carries 0.061